Arrangement one

The following is a quantum chemistry calculation of 13 unconnected molecules or ions with the total composition C5H38N2O13, from the OMol25 dataset.

- Kohn-Sham gap: 8.8993 eV
- LUMO energy: -0.16 eV
- M: 334.4 g mol⁻¹

Last columns: bonded neighbours and bond lengths (Å).
Atoms and positions in Å:
1 C -1.934 1.623 -1.005  C2 1.478, H9 1.137, H10 1.130, H11 1.083
2 C -1.314 1.167 0.257  C1 1.478, C3 1.620, N6 1.481, H12 1.071
3 C -2.245 0.227 1.192  C2 1.620, C4 1.565, O5 1.456, H13 1.197
4 C -3.281 -0.761 0.559  C3 1.565, H14 1.138, H15 1.187, H16 1.102
5 O -3.173 1.118 1.874  C3 1.456, H17 1.003
6 N -0.253 0.217 -0.149  C2 1.481, C7 1.502, H18 1.007
7 C 0.775 0.661 -1.150  N6 1.502, N8 1.549, H19 1.025, H20 1.105
8 N 1.960 -0.332 -1.046  C7 1.549, H21 1.031, H22 1.039
9 H -1.836 0.953 -1.917  C1 1.137
10 H -1.565 2.633 -1.355  C1 1.130
11 H -2.962 1.957 -0.933  C1 1.083
12 H -0.890 1.923 0.885  C2 1.071
13 H -1.549 -0.228 2.053  C3 1.197
14 H -2.710 -1.724 0.352  C4 1.138
15 H -4.063 -0.628 1.442  C4 1.187
16 H -3.715 -0.624 -0.445  C4 1.102
17 H -2.863 2.011 2.210  O5 1.003
18 H -0.560 -0.698 -0.437  N6 1.007
19 H 0.450 0.674 -2.122  C7 1.025
20 H 1.240 1.650 -0.980  C7 1.105
21 H 2.538 -0.064 -0.236  N8 1.031
22 H 2.372 -0.500 -1.985  N8 1.039
23 H 1.797 -2.287 -0.459  O25 1.018
24 H 1.120 -3.005 0.863  O25 0.919
25 O 1.432 -3.116 0.005  H23 1.018, H24 0.919
26 H -0.015 2.681 3.367  O28 0.939
27 H -0.820 1.446 3.633  O28 1.032
28 O -0.789 2.277 3.022  H26 0.939, H27 1.032
29 H -2.321 -2.950 2.634  O31 1.010
30 H -0.680 -2.938 2.812  O31 0.900
31 O -1.393 -3.226 2.344  H29 1.010, H30 0.900
32 H 2.903 1.489 -3.751  O34 1.053
33 H 1.461 1.184 -4.033  O34 0.951
34 O 1.981 1.367 -3.257  H32 1.053, H33 0.951
35 H 1.444 3.853 0.935  O37 0.974
36 H 2.507 2.721 0.748  O37 0.933
37 O 1.776 2.996 1.259  H35 0.974, H36 0.933
38 H -1.734 -0.828 -1.935  O40 1.068
39 H -1.116 -2.225 -2.750  O40 1.015
40 O -1.592 -1.336 -2.863  H38 1.068, H39 1.015
41 H 1.158 -1.846 2.884  O43 1.019
42 H 2.119 -2.732 3.763  O43 0.885
43 O 1.378 -2.759 3.279  H41 1.019, H42 0.885
44 H 1.183 -1.253 -3.140  O46 0.905
45 H -0.224 -0.880 -3.651  O46 1.023
46 O 0.777 -0.881 -3.859  H44 0.905, H45 1.023
47 H 0.969 3.617 -1.616  O49 0.956
48 H 0.953 2.818 -2.923  O49 0.933
49 O 0.600 3.569 -2.496  H47 0.956, H48 0.933
50 H 1.197 0.628 2.487  O52 1.006
51 H 1.048 -0.439 1.224  O52 1.049
52 O 1.296 -0.342 2.238  H50 1.006, H51 1.049
53 H 4.485 0.920 0.787  O55 0.931
54 H 3.420 0.562 1.910  O55 1.054
55 O 3.631 1.161 1.069  H53 0.931, H54 1.054
56 H -1.404 -4.456 -0.957  O58 0.959
57 H -1.258 -3.481 0.132  O58 1.013
58 O -1.706 -3.564 -0.773  H56 0.959, H57 1.013

---

Arrangement two

The following is a quantum chemistry calculation of 14 unconnected molecules or ions with the total composition C5H38N2O13, from the OMol25 dataset.

- Kohn-Sham gap: 8.2929 eV
- LUMO energy: 0.20 eV
- M: 334.4 g mol⁻¹

Last columns: bonded neighbours and bond lengths (Å).
Atoms and positions in Å:
1 C 2.558 -0.386 2.016  C2 1.531, H8 1.067, H9 1.109, H10 1.091
2 C 1.503 -1.152 1.214  C1 1.531, C3 1.510, N7 1.453, H11 1.152
3 C 0.735 -0.272 0.255  C2 1.510, C4 1.503, H12 1.101, H13 1.131
4 C 0.118 0.881 0.997  C3 1.503, C5 1.333, H14 1.100
5 C -0.558 1.832 0.351  C4 1.333, N6 1.409, H15 1.091
6 N -0.838 3.104 0.888  C5 1.409, H16 1.001, H17 1.001
7 N 2.133 -2.271 0.534  C2 1.453, H18 1.018, H19 1.001
8 H 2.435 0.668 1.900  C1 1.067
9 H 3.564 -0.686 1.660  C1 1.109
10 H 2.414 -0.589 3.079  C1 1.091
11 H 0.720 -1.500 1.983  C2 1.152
12 H 1.403 0.088 -0.543  C3 1.101
13 H 0.002 -0.840 -0.392  C3 1.131
14 H 0.335 0.980 2.071  C4 1.100
15 H -0.629 1.777 -0.736  C5 1.091
16 H -1.272 3.173 1.787  N6 1.001
17 H -1.380 3.641 0.241  N6 1.001
18 H 1.435 -2.603 -0.128  N7 1.018
19 H 2.471 -3.028 1.096  N7 1.001
20 H -1.411 2.592 3.584  O22 0.958
21 H -2.576 2.033 2.699  O22 0.972
22 O -2.129 1.960 3.559  H20 0.958, H21 0.972
23 H 3.550 -1.757 -0.844  O25 0.972
24 H 4.628 -1.264 -1.897  O25 0.970
25 O 3.855 -1.834 -1.764  H23 0.972, H24 0.970
26 H 2.805 -0.976 -2.697  O28 0.999
27 H 2.550 0.481 -2.887  O28 0.989
28 O 2.519 -0.350 -3.421  H26 0.999, H27 0.989
29 H -2.146 -0.756 -2.098  O31 0.964
30 H -2.955 -0.722 -0.740  O31 0.994
31 O -2.793 -1.240 -1.572  H29 0.964, H30 0.994
32 H -2.795 -0.791 1.723  O34 0.991
33 H -4.016 -1.502 0.951  O34 0.960
34 O -3.436 -0.738 0.970  H32 0.991, H33 0.960
35 H -1.566 -1.822 3.084  O37 0.973
36 H -1.400 -0.270 3.599  O37 0.962
37 O -1.519 -0.876 2.862  H35 0.973, H36 0.962
38 H -1.445 -3.825 1.396  O40 0.968
39 H -0.250 -3.133 2.117  O40 0.983
40 O -1.203 -3.355 2.208  H38 0.968, H39 0.983
41 H -2.390 -2.855 -0.964  O43 0.981
42 H -1.069 -3.515 -1.342  O43 0.962
43 O -1.754 -3.541 -0.667  H41 0.981, H42 0.962
44 H -1.210 1.097 -3.651  O46 0.968
45 H 0.193 0.895 -3.351  O46 0.969
46 O -0.502 1.544 -3.166  H44 0.968, H45 0.969
47 H -4.043 1.324 0.886  O49 0.965
48 H -3.998 2.565 0.062  O49 0.966
49 O -3.734 2.236 0.931  H47 0.965, H48 0.966
50 H 2.345 2.352 -3.466  O52 0.985
51 H 2.541 2.864 -2.127  O52 0.970
52 O 2.974 2.228 -2.719  H50 0.985, H51 0.970
53 H 1.190 5.186 -0.473  O55 0.963
54 H 1.016 3.724 -0.035  O55 0.968
55 O 1.642 4.337 -0.447  H53 0.963, H54 0.968
56 H 0.058 -2.414 -3.007  O58 0.960
57 H 1.043 -1.109 -2.995  O58 0.995
58 O 0.280 -1.588 -2.572  H56 0.960, H57 0.995

---

Most stable = arrangement two

---

Arrangement one

The following is a quantum chemistry calculation of 2 unconnected molecules or ions with the total composition CH6NO, from the OMol25 dataset.

- Kohn-Sham gap: 6.3659 eV
- LUMO energy: 4.14 eV
- Total charge: -1
- M: 48.1 g mol⁻¹

Last columns: bonded neighbours and bond lengths (Å).
Atoms and positions in Å:
1 O -1.440 1.517 2.203  H2 1.009
2 H -1.035 2.441 2.198  O1 1.009
3 C 0.729 -0.972 -0.874  N4 1.452, H5 1.128, H6 1.086, H7 1.154
4 N 0.093 0.235 -0.379  C3 1.452, H8 1.038, H9 1.049
5 H 0.746 -1.685 -0.001  C3 1.128
6 H 1.697 -0.744 -1.310  C3 1.086
7 H -0.018 -1.611 -1.480  C3 1.154
8 H -0.735 0.358 -0.993  N4 1.038
9 H -0.038 0.460 0.637  N4 1.049

---

Arrangement two

The following is a quantum chemistry calculation of 2 unconnected molecules or ions with the total composition CH6NO, from the OMol25 dataset.

- Kohn-Sham gap: 6.8181 eV
- LUMO energy: 4.39 eV
- Total charge: -1
- M: 48.1 g mol⁻¹

Last columns: bonded neighbours and bond lengths (Å).
Atoms and positions in Å:
1 O 1.833 -0.232 -1.940  H2 1.038
2 H 1.183 0.094 -2.681  O1 1.038
3 C -0.651 0.387 1.023  N4 1.448, H5 1.121, H6 1.029, H7 1.104
4 N 0.175 -0.650 0.440  C3 1.448, H8 1.064, H9 1.049
5 H -1.735 0.242 0.778  C3 1.121
6 H -0.665 1.312 0.573  C3 1.029
7 H -0.588 0.396 2.125  C3 1.104
8 H -0.442 -1.315 -0.115  N4 1.064
9 H 0.890 -0.234 -0.204  N4 1.049

---

Most stable = arrangement two

---

Arrangement one

The following is a quantum chemistry calculation of a gas-phase ion, C4H12NO2 (charge +1), from the OMol25 dataset.

- Kohn-Sham gap: 10.6141 eV
- SMILES string: COOC[NH+](C)C
- LUMO energy: -3.19 eV
- Total charge: +1
- M: 106.1 g mol⁻¹

Last columns: bonded neighbours and bond lengths (Å).
Atoms and positions in Å:
1 C 0.363 1.738 -0.501  N5 1.388, H8 1.099, H9 1.132, H10 1.032
2 C -0.733 0.120 -1.728  N5 1.504, H11 1.129, H12 1.085, H13 1.056
3 C -0.944 -1.414 2.461  O6 1.428, H14 1.089, H15 1.085, H16 1.064
4 C 1.216 -0.526 -0.415  N5 1.522, O7 1.591, H17 1.100, H18 1.091
5 N 0.612 0.595 -1.249  C1 1.388, C2 1.504, C4 1.522, H19 0.955
6 O -0.767 -0.939 1.126  C3 1.428, O7 1.451
7 O 0.573 -0.391 1.034  C4 1.591, O6 1.451
8 H -0.246 1.535 0.391  C1 1.099
9 H 1.289 2.160 -0.007  C1 1.132
10 H 0.000 2.597 -0.943  C1 1.032
11 H -1.175 1.036 -2.218  C2 1.129
12 H -0.524 -0.733 -2.366  C2 1.085
13 H -1.334 0.122 -0.860  C2 1.056
14 H -0.154 -2.149 2.604  C3 1.089
15 H -1.949 -1.811 2.560  C3 1.085
16 H -0.640 -0.766 3.248  C3 1.064
17 H 1.035 -1.494 -0.904  C4 1.100
18 H 2.263 -0.336 -0.174  C4 1.091
19 H 1.114 0.657 -2.059  N5 0.955

---

Arrangement two

The following is a quantum chemistry calculation of 3 unconnected molecules or ions with the total composition C4H12NO2, from the OMol25 dataset.

- Kohn-Sham gap: 9.4733 eV
- LUMO energy: -4.54 eV
- Total charge: +1
- M: 106.1 g mol⁻¹

Last columns: bonded neighbours and bond lengths (Å).
Atoms and positions in Å:
1 C 0.934 1.190 2.571  C2 1.471, H6 1.093, H7 1.096, H8 1.109
2 C 0.816 0.307 1.400  C1 1.471, C3 1.326, H9 1.089
3 C 0.637 0.630 0.126  C2 1.326, N4 1.403, H10 1.085
4 N 0.543 -0.358 -0.866  C3 1.403, C5 1.274, H11 1.049
5 C 1.346 -1.327 -1.064  N4 1.274, H12 1.077, H13 1.089
6 H 1.564 0.740 3.341  C1 1.093
7 H 1.139 2.258 2.435  C1 1.096
8 H -0.014 1.243 3.146  C1 1.109
9 H 0.832 -0.746 1.676  C2 1.089
10 H 0.529 1.678 -0.134  C3 1.085
11 H -0.098 -0.256 -1.690  N4 1.049
12 H 1.127 -2.057 -1.825  C5 1.077
13 H 2.221 -1.448 -0.426  C5 1.089
14 H -0.803 -0.790 -4.211  O16 0.974
15 H -1.033 0.427 -3.458  O16 0.976
16 O -0.461 -0.362 -3.406  H14 0.974, H15 0.976
17 H -3.377 0.282 0.482  O19 0.966
18 H -2.943 -0.821 1.421  O19 0.967
19 O -2.959 -0.590 0.482  H17 0.966, H18 0.967

---

Arrangement three

The following is a quantum chemistry calculation of 2 unconnected molecules or ions with the total composition C4H12NO2, from the OMol25 dataset.

- Kohn-Sham gap: 11.2245 eV
- LUMO energy: -3.34 eV
- Total charge: +1
- M: 106.1 g mol⁻¹

Last columns: bonded neighbours and bond lengths (Å).
Atoms and positions in Å:
1 C -1.601 0.257 0.700  C2 1.520, H7 1.096, H8 1.093, H9 1.085
2 C -0.145 0.562 0.388  C1 1.520, C3 1.579, N6 1.531, H10 1.094
3 C 0.770 0.062 1.575  C2 1.579, C4 1.488, H11 1.081, H12 1.103
4 C 2.150 0.595 1.411  C3 1.488, O5 1.223, H13 1.095
5 O 2.415 1.268 0.425  C4 1.223
6 N 0.415 0.016 -0.928  C2 1.531, H14 1.033, H15 1.034, H16 1.026
7 H -2.323 0.845 0.122  C1 1.096
8 H -1.919 -0.754 0.433  C1 1.093
9 H -1.661 0.560 1.740  C1 1.085
10 H 0.031 1.641 0.353  C2 1.094
11 H 0.325 0.395 2.502  C3 1.081
12 H 0.588 -1.019 1.451  C3 1.103
13 H 3.068 0.310 1.937  C4 1.095
14 H -0.170 -0.207 -1.750  N6 1.033
15 H 1.288 0.566 -0.995  N6 1.034
16 H 0.855 -0.831 -0.550  N6 1.026
17 H -2.008 -0.921 -2.866  O19 0.961
18 H -0.988 -2.142 -3.039  O19 0.951
19 O -1.091 -1.205 -2.908  H17 0.961, H18 0.951

---

Most stable = arrangement three

---

Arrangement one

The following is a quantum chemistry calculation of 3 unconnected molecules or ions with the total composition C4H12NO2, from the OMol25 dataset.

- Kohn-Sham gap: 8.7452 eV
- LUMO energy: -5.08 eV
- Total charge: +1
- M: 106.1 g mol⁻¹

Last columns: bonded neighbours and bond lengths (Å).
Atoms and positions in Å:
1 C 2.009 1.123 -1.222  C2 1.659, H6 1.010, H7 1.106, H8 1.078
2 C 0.436 1.590 -0.974  C1 1.659, C3 1.415, N5 1.481
3 C -0.140 2.238 -2.093  C2 1.415, H9 1.084, H10 1.149
4 C -0.336 -0.304 0.367  N5 1.288, H11 1.181, H12 1.096
5 N -0.297 0.966 0.151  C2 1.481, C4 1.288, H13 1.019
6 H 2.498 1.224 -0.343  C1 1.010
7 H 2.536 1.694 -2.008  C1 1.106
8 H 1.958 0.053 -1.344  C1 1.078
9 H -1.161 2.578 -2.218  C3 1.084
10 H 0.405 2.262 -3.104  C3 1.149
11 H -0.693 -0.897 1.324  C4 1.181
12 H -0.155 -1.064 -0.401  C4 1.096
13 H -0.627 1.492 0.958  N5 1.019
14 H 0.754 -5.973 1.139  O16 1.018
15 H -0.677 -6.318 0.728  O16 0.947
16 O -0.076 -5.586 0.694  H14 1.018, H15 0.947
17 H -2.401 1.335 3.437  O19 0.962
18 H -2.249 2.168 2.207  O19 1.012
19 O -1.785 1.418 2.702  H17 0.962, H18 1.012

---

Arrangement two

The following is a quantum chemistry calculation of 3 unconnected molecules or ions with the total composition C4H12NO2, from the OMol25 dataset.

- Kohn-Sham gap: 9.4967 eV
- LUMO energy: -4.49 eV
- Total charge: +1
- M: 106.1 g mol⁻¹

Last columns: bonded neighbours and bond lengths (Å).
Atoms and positions in Å:
1 C 1.478 -0.972 1.734  C2 1.514, H6 1.090, H7 1.090, H8 1.078
2 C 0.271 -0.222 1.212  C1 1.514, C3 1.327, N5 1.432
3 C -0.925 -0.381 1.767  C2 1.327, H9 1.079, H10 1.085
4 C 1.411 0.638 -0.614  N5 1.267, H11 1.077, H12 1.076
5 N 0.290 0.422 -0.067  C2 1.432, C4 1.267, H13 1.037
6 H 2.040 -1.493 0.959  C1 1.090
7 H 2.163 -0.227 2.139  C1 1.090
8 H 1.116 -1.623 2.512  C1 1.078
9 H -1.784 0.086 1.313  C3 1.079
10 H -1.018 -0.937 2.695  C3 1.085
11 H 1.486 0.836 -1.670  C4 1.077
12 H 2.277 0.431 -0.010  C4 1.076
13 H -0.600 0.703 -0.519  N5 1.037
14 H -0.801 -0.268 -3.396  O16 0.970
15 H 0.542 -0.911 -3.133  O16 0.968
16 O -0.237 -0.572 -2.668  H14 0.970, H15 0.968
17 H -2.450 2.137 -0.267  O19 0.963
18 H -3.024 1.006 -1.211  O19 0.963
19 O -2.235 1.348 -0.778  H17 0.963, H18 0.963

---

Arrangement three

The following is a quantum chemistry calculation of 2 unconnected molecules or ions with the total composition C4H12NO2, from the OMol25 dataset.

- Kohn-Sham gap: 11.2383 eV
- LUMO energy: -3.31 eV
- Total charge: +1
- M: 106.1 g mol⁻¹

Last columns: bonded neighbours and bond lengths (Å).
Atoms and positions in Å:
1 O -1.247 -1.277 -0.984  C2 1.194
2 C -1.346 -0.104 -1.184  O1 1.194, C3 1.561, H7 1.098
3 C -0.635 0.822 -0.149  C2 1.561, C4 1.534, N6 1.492, H8 1.094
4 C 0.574 1.473 -0.832  C3 1.534, C5 1.551, H9 1.096, H10 1.090
5 C 1.616 0.463 -1.381  C4 1.551, H11 1.099, H12 1.083, H13 1.083
6 N -0.146 0.033 1.020  C3 1.492, H14 1.018, H15 1.030, H16 1.016
7 H -1.666 0.407 -2.102  C2 1.098
8 H -1.225 1.616 0.317  C3 1.094
9 H 1.090 2.087 -0.085  C4 1.096
10 H 0.270 2.160 -1.622  C4 1.090
11 H 1.338 -0.595 -1.277  C5 1.099
12 H 1.730 0.564 -2.453  C5 1.083
13 H 2.533 0.597 -0.820  C5 1.083
14 H 0.666 -0.554 0.841  N6 1.018
15 H -0.824 -0.609 1.457  N6 1.030
16 H 0.253 0.615 1.751  N6 1.016
17 H -1.712 -2.497 2.202  O19 0.953
18 H -0.476 -2.920 2.979  O19 0.972
19 O -0.792 -2.278 2.322  H17 0.953, H18 0.972

---

Arrangement four

The following is a quantum chemistry calculation of 2 unconnected molecules or ions with the total composition C4H12NO2, from the OMol25 dataset.

- Kohn-Sham gap: 11.3152 eV
- LUMO energy: -3.25 eV
- Total charge: +1
- M: 106.1 g mol⁻¹

Last columns: bonded neighbours and bond lengths (Å).
Atoms and positions in Å:
1 O -0.363 2.601 -0.353  C2 1.219
2 C 0.796 2.307 -0.592  O1 1.219, C3 1.553, H7 1.076
3 C 1.273 0.829 -0.626  C2 1.553, N4 1.503, H8 1.172, H9 1.039
4 N 0.103 -0.072 -0.350  C3 1.503, C5 1.577, H10 1.057, H11 0.987
5 C -0.134 -0.483 1.154  N4 1.577, C6 1.509, H12 1.134, H13 1.058
6 C 0.743 -1.676 1.446  C5 1.509, H14 1.176, H15 1.155, H16 1.105
7 H 1.415 3.183 -0.666  C2 1.076
8 H 1.816 0.406 -1.574  C3 1.172
9 H 1.875 0.777 0.220  C3 1.039
10 H 0.072 -0.996 -0.863  N4 1.057
11 H -0.596 0.305 -0.936  N4 0.987
12 H -1.246 -0.687 1.251  C5 1.134
13 H 0.030 0.434 1.655  C5 1.058
14 H 1.793 -1.482 0.954  C6 1.176
15 H 0.384 -2.567 0.805  C6 1.155
16 H 1.062 -1.955 2.466  C6 1.105
17 H -3.544 0.081 -0.916  O19 0.945
18 H -2.799 -0.757 -1.961  O19 0.998
19 O -2.680 -0.248 -1.111  H17 0.945, H18 0.998

---

Most stable = arrangement three